# C25H63NO14

7 unconnected molecules or ions with the total composition C25H63NO14 (wB97M-V/def2-TZVPD, OMol25).

XYZ file:
```
103
Properties=species:S:1:pos:R:3:mulliken_charge:R:1
C -7.95416 8.06954 7.48878 -0.8644
N -7.52528 6.67605 7.07157 1.0760
O -6.81450 6.64847 6.07592 -0.5723
O -7.94743 5.71956 7.71552 -0.5984
H -9.03000 8.12807 7.32638 0.0432
H -7.33149 8.90009 7.16430 0.3230
H -7.92847 7.98986 8.57592 0.5753
C -13.24473 8.03792 11.94810 -0.6857
O -14.13310 8.41250 10.93021 -0.3639
C -14.36577 7.44283 9.94252 -0.7262
C -13.49575 7.70990 8.68525 -0.3711
O -12.07767 7.90217 8.87056 -0.0011
C -11.37967 6.61702 8.74308 -0.5400
H -13.06825 8.90233 12.58863 0.2676
H -12.26342 7.62284 11.71484 0.2367
H -13.71345 7.32915 12.63415 0.3474
H -15.38940 7.43234 9.56780 0.3895
H -14.07655 6.46286 10.32646 0.3676
H -13.80832 8.70442 8.36477 0.3080
H -13.61762 6.88270 7.98506 0.2482
H -10.35251 6.94760 8.89916 0.0606
H -11.42442 6.18519 7.74278 0.1745
H -11.55515 5.85345 9.50143 0.3636
C -15.20093 3.11675 3.59402 -0.6430
O -15.41578 4.51222 3.73430 -0.4120
C -14.55955 5.30084 2.97739 -0.8912
C -13.15528 5.53344 3.55445 0.3557
O -12.36366 4.41740 3.22073 -0.3714
C -11.17526 4.27069 4.00512 -0.5337
H -16.18546 2.72040 3.84442 0.2418
H -14.48586 2.67040 4.28544 0.2269
H -14.96694 2.87078 2.55784 0.3253
H -15.00089 6.27703 2.76477 0.3860
H -14.65130 4.98959 1.93417 0.4479
H -13.18399 5.58242 4.64460 0.1118
H -12.65902 6.43807 3.19803 0.0733
H -10.63971 3.32438 3.93465 0.3154
H -11.39502 4.34139 5.07192 0.2572
H -10.50218 5.07109 3.69405 0.0773
C -11.13377 10.38098 7.80738 -0.4163
O -10.46248 11.37739 7.07976 -0.5199
C -10.81174 11.33843 5.66803 -0.7558
C -9.90118 10.43369 4.93632 -0.2082
O -10.08144 9.06064 5.15526 0.0636
C -9.19484 8.28202 4.43764 -0.7085
H -10.32752 9.67278 8.00025 -0.0769
H -12.03888 10.04750 7.30254 0.2945
H -11.34868 10.78652 8.79714 0.4217
H -10.89697 12.35043 5.27312 0.2881
H -11.79631 10.89860 5.49432 0.2972
H -8.87278 10.71392 5.17276 0.2703
H -10.10604 10.79916 3.92633 0.1973
H -9.58266 7.26556 4.35887 0.0071
H -8.20628 8.19691 4.88984 0.3306
H -9.10372 8.60038 3.39761 0.3548
C -12.58004 10.23368 0.61099 -0.5561
O -11.70468 9.37588 -0.00588 -0.4257
C -11.07104 8.51924 0.91908 0.3782
C -9.96713 7.64272 0.30756 -0.6234
O -8.75247 8.45022 0.18006 -0.4063
C -8.82216 9.53637 -0.72475 -0.3758
H -12.08427 11.06388 1.11997 0.0679
H -13.30280 9.79727 1.30226 0.3032
H -13.11446 10.76317 -0.17870 0.3005
H -11.83169 7.95003 1.45675 0.0183
H -10.62730 9.22891 1.62053 0.1715
H -10.18886 7.14119 -0.63548 0.4452
H -9.78754 6.79326 0.96681 0.2332
H -9.48836 10.31752 -0.35574 -0.0192
H -9.15769 9.25732 -1.72464 0.2903
H -7.88112 10.07066 -0.85620 0.2929
C -9.53991 14.52909 2.77844 -0.4660
O -9.47217 14.14989 1.38825 -0.3719
C -10.73058 13.91497 0.77514 -0.2076
C -11.05201 15.03779 -0.23394 -0.5397
O -10.37202 14.76028 -1.43601 -0.3643
C -9.06379 15.26187 -1.55554 -0.6585
H -9.66622 13.64757 3.40927 -0.0660
H -10.43796 15.14617 2.83113 0.3944
H -8.72500 15.07524 3.25270 0.2999
H -11.49341 13.86918 1.55524 0.4972
H -10.71188 12.90364 0.36818 -0.0033
H -10.77319 15.99058 0.21812 0.3177
H -12.12583 15.00166 -0.41940 0.3622
H -9.04445 16.35188 -1.50558 0.2777
H -8.72724 15.05980 -2.57283 0.2698
H -8.34891 14.79628 -0.87680 0.2607
C -3.87256 9.17981 12.07268 -0.7779
O -4.88518 9.20071 11.05113 -0.2591
C -5.14692 10.56119 10.67377 -0.4450
C -6.11738 10.48299 9.48379 -0.6729
O -7.38247 9.93573 9.83595 -0.2000
C -8.20354 10.95406 10.49507 -0.9092
H -2.95773 9.53854 11.59895 0.3225
H -3.68717 8.13073 12.30200 0.2328
H -4.20812 9.73775 12.94679 0.2956
H -4.23496 11.05514 10.33490 0.4172
H -5.64707 11.15392 11.44082 0.3007
H -5.75195 9.79973 8.71680 0.2808
H -6.27330 11.46195 9.02735 0.5094
H -7.76967 11.20363 11.46353 0.2663
H -9.28123 10.80131 10.52310 0.2715
H -8.04742 11.84766 9.88785 0.4051
```

Results
Total energy in eV: -57088.630
Relative energy (zero: lowest compared OMol25 entry of this formula, charge and spin) in kcal/mol: 278.0
SMILES: C[N+](=O)[O-].COCCOC.COCCOC.COCCOC.COCCOC.COCCOC.COCCOC
Lowest unoccupied orbital energy in eV: 0.5
E_HOMO in eV: -9.35

***

# C19H34AsIrN6O2S2

A molecular structure, C19H34AsIrN6O2S2 (wB97M-V/def2-TZVPD, OMol25).

XYZ file:
```
65
Properties=species:S:1:pos:R:3:mulliken_charge:R:1
Ir 1.40452 -0.05658 0.24305 0.8019
C 4.79970 -2.65814 0.08582 -1.4132
C 3.45862 -2.03213 0.17674 0.4537
N 3.24818 -0.81454 0.57284 0.0067
O 4.37952 -0.05346 0.80776 -0.3900
C 2.23473 -2.74914 -0.13452 0.5611
C 2.18248 -4.21732 -0.36906 -1.3628
N 1.17038 -1.98687 -0.26766 0.3392
O 0.05172 -2.47130 -0.62552 -0.6143
H 5.55622 -1.91746 -0.15861 0.4352
H 4.80181 -3.45907 -0.64898 0.4100
H 5.06984 -3.08591 1.05673 0.3637
H 4.22638 0.39021 1.65213 0.3603
H 2.91555 -4.73999 0.24211 0.4717
H 2.38192 -4.45123 -1.41845 0.3822
H 1.18541 -4.58071 -0.13594 0.1008
C -1.84053 -5.25093 -1.09423 -0.9225
As -2.69850 -4.42214 0.39837 0.6339
C -4.49746 -4.00415 -0.09417 -1.0223
C -2.74403 -5.63226 1.87847 -1.0030
S -1.70624 -2.60804 1.05797 -0.1651
H -2.45861 -6.10322 -1.37687 0.4387
H -0.84824 -5.59254 -0.81371 0.2792
H -1.77769 -4.54448 -1.91813 0.3505
H -5.04502 -4.93649 -0.23182 0.4075
H -4.49550 -3.43932 -1.02369 0.3603
H -4.96173 -3.42355 0.69964 0.3681
H -3.38069 -6.47826 1.62000 0.4050
H -3.15627 -5.11516 2.74227 0.3839
H -1.73695 -5.97809 2.09914 0.3543
N -0.52331 0.55636 0.55276 -0.4043
C -1.63113 0.88291 0.41232 0.6156
N -2.85524 1.26797 0.31898 0.0140
C -3.49617 1.43054 -1.01710 -0.7089
C -3.96373 2.88523 -1.17893 -0.5632
C -3.09699 3.82597 -0.34189 -0.5454
C -3.27931 3.54534 1.16041 -0.5919
C -3.49642 2.04672 1.40909 -0.6969
H -4.33666 0.73974 -1.07514 0.2129
H -2.77063 1.14659 -1.77808 0.4296
H -5.00471 2.98327 -0.86765 0.3566
H -3.91694 3.14778 -2.23481 0.3785
H -3.36206 4.86001 -0.55392 0.4244
H -2.04697 3.69632 -0.62586 0.1514
H -4.14657 4.08421 1.54190 0.3645
H -2.40779 3.89721 1.71352 0.2916
H -4.55384 1.78995 1.37645 0.3393
H -3.10058 1.72095 2.36799 0.4240
C 3.51942 5.43297 -2.07328 -1.4179
C 3.12161 4.26476 -1.24685 0.7256
C 3.18588 4.21104 0.12722 -0.9155
C 2.80759 3.04552 0.79657 0.9417
N 2.36921 1.98659 0.09297 -0.0027
C 2.28162 2.04974 -1.22724 -0.0047
S 1.62437 0.63731 -1.92734 -0.3075
N 2.66252 3.15657 -1.89368 0.1017
C 2.88757 2.93561 2.27724 -1.5207
H 3.67831 6.30896 -1.45098 0.3894
H 2.76627 5.65892 -2.83011 0.4262
H 4.45536 5.21491 -2.59609 0.3617
H 3.53204 5.07108 0.68181 0.5067
H 2.59854 3.16967 -2.90693 0.3212
H 2.56642 3.86237 2.75166 0.4960
H 3.93112 2.78784 2.57358 0.3469
H 2.28171 2.11139 2.64974 0.2853
```

Results
Total energy in eV: -118610.570
Relative energy (zero: lowest compared OMol25 entry of this formula, charge and spin) in kcal/mol: 45.4
Lowest unoccupied orbital energy (spin up / spin down) in eV: -10.1 / -10.2
Total charge: +3
2S+1: 2
E_HOMO (spin up / spin down) in eV: -16.23 / -16.64

***

# C25H34AlAs2N5O9S

A molecular structure, C25H34AlAs2N5O9S (wB97M-V/def2-TZVPD, OMol25).

XYZ file:
```
77
Properties=species:S:1:pos:R:3:mulliken_charge:R:1
Al 0.25530 -15.00826 -10.28668 1.0831
C 1.00947 -18.71362 -12.26893 -1.9134
C 0.80573 -17.32613 -11.89126 1.0399
N 0.92908 -16.89614 -10.69556 0.3822
N 0.80724 -17.82489 -9.61416 -0.4115
C -0.45845 -17.76725 -8.99855 0.4620
N -0.60986 -18.37583 -7.84376 -0.3326
S -1.66189 -16.75861 -9.69068 -0.3940
C 0.45232 -16.29427 -12.90915 0.7742
C 0.63314 -16.54637 -14.22461 -1.2274
C 0.25996 -15.64825 -15.12276 -0.6815
C -0.23596 -14.42185 -14.73751 -1.3672
C -0.44528 -14.25364 -13.36263 -0.0562
N -0.12115 -15.19383 -12.42540 0.5289
H 0.18291 -18.95492 -12.93753 0.5180
H 0.88241 -19.36641 -11.40623 0.3577
H 1.89302 -18.93461 -12.84125 0.4143
H 1.65271 -17.90072 -9.03296 0.2247
H 0.10609 -18.96575 -7.51338 0.2270
H -1.56104 -18.43244 -7.51972 0.2823
H 1.01740 -17.50083 -14.41404 0.6537
H 0.37439 -15.86991 -16.15383 0.4958
H -0.60257 -13.62458 -15.40484 0.4994
H -0.98836 -13.40090 -13.02812 0.6999
N 3.40499 -12.67553 -10.41494 -0.3395
C 2.37627 -13.41855 -10.05421 0.7580
O 1.66635 -13.96225 -10.93177 -0.3456
C 2.12239 -13.77141 -8.61148 -0.9677
C 1.17079 -15.00207 -8.48502 -1.2158
H 3.62339 -12.50964 -11.36883 0.2569
H 4.13936 -12.32838 -9.73472 0.2651
H 1.61413 -12.81702 -8.13921 0.1718
H 3.05293 -13.98152 -8.08442 0.5644
H 0.37476 -14.84007 -7.79944 0.5173
H 1.78574 -15.90698 -8.30789 0.5758
C -5.35972 -15.56329 -11.27620 -0.7918
O -4.23756 -14.67143 -11.03912 -0.1436
C -4.28459 -13.46084 -11.57078 -0.1329
O -5.15928 -13.01462 -12.27528 -0.5742
C -2.99320 -12.72278 -11.32922 0.7032
C -2.90189 -11.38673 -11.61069 -0.2586
As -4.11201 -10.10484 -10.82962 0.2710
C -5.44739 -11.20290 -9.93547 -1.1306
C -2.74066 -10.31593 -9.31679 0.1386
C -1.77763 -11.26059 -9.12955 0.0440
As -1.73884 -13.14157 -9.88706 0.7572
C -3.13147 -13.86623 -8.64684 -1.5616
C -0.73939 -11.37667 -7.99172 0.2256
O -0.49555 -12.50783 -7.65551 -0.4507
O -0.02542 -10.40632 -7.41864 -0.4318
C -0.05874 -9.05730 -7.80797 -0.5720
C -3.06069 -9.31043 -8.24535 -0.0024
O -3.34215 -9.71875 -7.14798 -0.5163
O -3.12312 -7.99445 -8.52252 -0.3396
C -2.72180 -7.37372 -9.75548 -0.3267
C -1.61852 -10.73233 -11.95975 0.2417
O -1.42643 -9.55581 -12.20544 -0.6439
O -0.63336 -11.62159 -11.98988 0.1998
C 0.69042 -11.04783 -12.34926 -0.7515
H -5.02215 -16.48177 -10.82826 0.2288
H -5.57388 -15.69915 -12.35414 0.3255
H -6.26435 -15.08883 -10.83991 0.3207
H -5.99342 -11.64536 -10.76259 0.4494
H -6.10393 -10.53730 -9.34259 0.3897
H -5.01594 -12.04736 -9.40443 0.2352
H -3.86511 -13.07206 -8.40432 0.4552
H -2.54191 -14.10403 -7.77186 0.3980
H -3.52879 -14.72933 -9.17276 0.4791
H 0.93521 -8.69405 -7.90011 0.3975
H -0.58995 -8.46939 -7.04683 0.2998
H -0.61440 -8.94831 -8.73399 0.1462
H -3.60688 -6.80901 -10.05945 0.3048
H -2.46472 -8.01303 -10.63499 0.1056
H -1.92483 -6.73747 -9.44350 0.3197
H 1.42553 -11.89350 -12.26522 0.0342
H 1.02314 -10.16762 -11.70850 0.2749
H 0.66313 -10.73552 -13.39803 0.3828
```

Results
Total energy in eV: -191448.960
Lowest unoccupied orbital energy in eV: -6.5
Total charge: +2
E_HOMO in eV: -13.26